# 1
The following is a quantum chemistry calculation of C20H19ClIN4ORuSSbSe4 as an isolated structure, from the OMol25 dataset.

## Properties
Lowest unoccupied orbital energy (alpha / beta), hartree: 0.0740 / 0.0656
Kohn-Sham gap (alpha / beta), eV: 6.2 / 6.0
⟨S²⟩: 0.756
ΔE to the lowest compared entry with this formula, charge and spin, eV: 0.000

The geometry in ORCA input format:
```
! wB97M-V def2-TZVPD RIJCOSX def2/J DEFGRID3
* xyz -1 2
Ru -0.28 0.07 0.22
S -2.24 -1.06 4.10
C -0.55 -1.03 4.39
C 0.17 -0.68 3.29
C -0.65 -0.37 2.16
C -1.98 -0.53 2.47
C -2.96 -0.20 1.47
C -4.34 -0.19 1.64
C -5.14 0.23 0.60
C -4.55 0.64 -0.59
C -3.17 0.59 -0.70
N -2.39 0.15 0.29
H -0.17 -1.28 5.37
H 1.25 -0.61 3.30
H -4.76 -0.48 2.59
H -6.22 0.26 0.72
H -5.13 1.01 -1.42
H -2.66 0.89 -1.60
Cl 3.75 -5.48 -0.54
C 3.13 -3.86 -0.27
C 4.01 -2.84 -0.03
C 3.55 -1.54 0.20
I 4.94 -0.03 0.53
C 2.20 -1.22 0.18
O 1.72 -0.03 0.40
C 1.30 -2.31 -0.08
N -0.02 -1.97 -0.10
C -0.92 -2.90 -0.31
C -0.57 -4.24 -0.53
C 0.75 -4.61 -0.53
C 1.74 -3.63 -0.30
H 5.07 -3.05 -0.02
H -1.95 -2.58 -0.30
H -1.35 -4.97 -0.70
H 1.05 -5.63 -0.71
Se -0.95 4.39 -3.10
Sb 0.37 2.78 -1.91
Se -0.46 2.57 0.49
Se -0.13 0.36 -2.40
Se 2.81 3.10 -1.93
N 2.51 3.62 1.22
C 3.27 3.06 2.37
C 2.57 1.83 2.94
N 3.36 1.15 3.95
H 2.57 4.63 1.15
H 1.49 3.36 1.24
H 2.82 3.26 0.26
H 3.36 3.84 3.13
H 4.27 2.80 2.02
H 2.36 1.14 2.12
H 1.60 2.12 3.35
H 3.64 1.77 4.70
H 4.19 0.74 3.54
*
```


# 2
The following is a quantum chemistry calculation of C13H8AuBrN3O4 as an isolated structure, from the OMol25 dataset.

## Properties
Lowest unoccupied orbital energy, hartree: -0.2018
Kohn-Sham gap, eV: 7.4
ΔE to the lowest compared entry with this formula, charge and spin, eV: 2.290

The geometry in ORCA input format:
```
! wB97M-V def2-TZVPD RIJCOSX def2/J DEFGRID3
* xyz 1 1
Au -0.04 -0.07 -0.01
O 1.16 2.13 3.17
C 0.66 1.75 2.15
O 0.96 0.50 1.68
C -0.35 2.59 1.38
C -0.83 3.87 1.65
C -1.78 4.38 0.77
C -2.23 3.67 -0.34
C -1.70 2.40 -0.54
N -0.80 1.98 0.32
C -2.01 1.36 -1.61
O -2.81 1.56 -2.47
O -1.33 0.17 -1.58
H -0.49 4.42 2.52
H -2.17 5.37 0.95
H -2.97 4.07 -1.02
Br -5.14 -2.67 0.40
C -3.55 -2.17 1.25
C -3.30 -2.49 2.57
C -2.10 -2.10 3.14
C -1.18 -1.40 2.38
N -1.44 -1.10 1.10
C -2.60 -1.47 0.53
H -4.04 -3.03 3.15
H -1.87 -2.33 4.17
H -0.23 -1.07 2.78
H -2.73 -1.22 -0.51
N 2.37 0.75 -1.83
C 1.49 0.44 -1.17
H 3.14 1.01 -2.42
*
```


# 3
The following is a quantum chemistry calculation of a 2-piece molecular cluster, C4H14N3 overall at a distorted geometry, from the OMol25 dataset.

## Properties
Lowest unoccupied orbital energy (alpha / beta), hartree: -0.3486 / -0.5185
Kohn-Sham gap (alpha / beta), eV: 9.2 / 4.4
⟨S²⟩: 0.776
ΔE to the lowest compared entry with this formula, charge and spin, eV: 2.391

The geometry in ORCA input format:
```
! wB97M-V def2-TZVPD RIJCOSX def2/J DEFGRID3
* xyz 2 2
C -0.13 2.86 -1.28
C -0.62 1.55 -0.68
N 0.01 0.34 -1.31
H -0.42 2.93 -2.32
H -0.55 3.71 -0.75
H 0.96 2.93 -1.20
H -0.37 1.50 0.39
H -1.71 1.49 -0.76
H -0.29 0.22 -2.28
H 1.00 0.59 -1.40
C 1.75 -1.86 1.54
N -1.66 -1.40 0.53
C -0.63 -1.89 1.15
N 0.60 -1.54 0.75
H 2.56 -2.12 0.84
H 1.61 -2.63 2.29
H 2.09 -0.93 2.04
H -1.49 -0.89 -0.36
H -2.63 -1.54 0.81
H -0.75 -2.54 2.01
H 0.66 -0.78 -0.01
*
```


# 4
The following is a quantum chemistry calculation of a 2-piece molecular cluster, C10H11NOS overall at a distorted geometry, from the OMol25 dataset.

## Properties
Lowest unoccupied orbital energy (alpha / beta), hartree: -0.0254 / -0.0242
Kohn-Sham gap (alpha / beta), eV: 6.9 / 6.9
ΔE to the lowest compared entry with this formula, charge and spin, eV: 4.915

The geometry in ORCA input format:
```
! wB97M-V def2-TZVPD RIJCOSX def2/J DEFGRID3
* xyz 0 1
C 2.29 -1.03 1.92
C 1.30 -1.97 1.68
C 2.37 0.05 1.09
C 0.38 -1.86 0.69
C 1.29 0.33 0.16
C 0.34 -0.75 -0.17
C -3.28 -0.04 0.05
C 1.18 1.53 -0.60
C -0.04 1.75 -1.42
C -0.67 0.41 -1.96
N -0.44 -0.76 -1.20
O -1.67 1.15 1.70
S -2.35 -0.12 1.37
H 3.15 -1.29 2.61
H 1.27 -2.96 2.27
H 3.07 0.88 1.03
H -0.36 -2.66 0.52
H -3.61 0.94 -0.40
H 2.15 2.10 -0.92
H -3.69 -0.99 -0.27
H -0.61 2.31 -0.78
H 0.12 2.27 -2.47
H -1.87 0.52 -1.97
H -0.33 0.19 -2.91
*
```


# 5
The following is a quantum chemistry calculation of a 2-piece molecular cluster, CF2O2S overall at a distorted geometry, from the OMol25 dataset.

## Properties
Lowest unoccupied orbital energy, hartree: -0.0157
Kohn-Sham gap, eV: 9.5
ΔE to the lowest compared entry with this formula, charge and spin, eV: 0.000

The geometry in ORCA input format:
```
! wB97M-V def2-TZVPD RIJCOSX def2/J DEFGRID3
* xyz 0 1
C 1.63 -0.14 0.11
O 2.27 0.78 0.28
O 0.96 -1.05 0.09
F -1.39 0.65 -0.65
F -3.57 0.34 0.21
S -2.18 -0.59 0.00
*
```


# 6
The following is a quantum chemistry calculation of a 3-piece molecular cluster, C6H13NO overall, from the OMol25 dataset.

## Properties
Lowest unoccupied orbital energy (alpha / beta), hartree: 0.0324 / 0.0330
Kohn-Sham gap (alpha / beta), eV: 6.9 / 6.8
ΔE to the lowest compared entry with this formula, charge and spin, eV: 8.205

The geometry in ORCA input format:
```
! wB97M-V def2-TZVPD RIJCOSX def2/J DEFGRID3
* xyz 0 1
C -0.83 0.15 -0.37
C -0.22 0.06 0.82
C -1.16 -2.00 0.82
C -1.51 0.86 0.74
C 1.06 1.76 0.05
C 2.20 1.01 -0.57
N -0.86 -0.22 -1.63
O -0.21 -2.68 0.02
H 0.67 -2.56 0.41
H 0.60 -0.31 1.40
H -0.28 -1.01 -1.90
H -1.66 -0.01 -2.20
H -2.14 -2.15 0.39
H -1.11 -2.27 1.88
H -1.47 1.95 0.77
H -2.42 0.42 1.14
H 1.25 2.18 1.04
H 0.56 2.47 -0.61
H 2.44 0.10 0.01
H 3.14 1.58 -0.63
H 1.96 0.68 -1.59
*
```